Entry from the Open Molecules 2025 dataset: C14H4Cl5F6N2O7RhS2 as an isolated structure at a distorted geometry (ωB97M-V with the def2-TZVPD basis set).

```
41
Properties=species:S:1:pos:R:3:forces:R:3
Rh -0.398342 0.171038 -0.219854 0.69 -4.13 -4.64
Cl -6.292290 -3.639965 1.437986 -0.67 -0.17 0.12
C -4.706879 -3.117395 1.148003 0.70 0.55 -0.26
C -4.449383 -1.757991 0.886901 -0.13 -0.89 0.12
Cl -5.741513 -0.646503 0.871839 -0.22 0.35 -0.04
C -3.164110 -1.328310 0.620000 1.14 -1.82 0.41
Cl -2.852732 0.311819 0.222280 0.39 1.01 -0.12
C -2.046196 -2.229488 0.668309 -3.90 -0.52 0.25
O -0.856813 -1.876382 0.478752 3.60 3.06 -1.15
C -2.356748 -3.611934 0.933458 0.04 1.24 -0.34
Cl -1.061131 -4.704713 0.948160 0.58 -0.35 -0.01
C -3.654617 -4.044359 1.136894 -0.18 0.66 0.03
Cl -3.979465 -5.708382 1.368255 0.01 -0.07 0.06
F 1.490079 1.195596 4.447371 -0.15 -0.26 -0.47
C 0.909577 2.135156 3.711069 0.02 0.30 0.26
F 1.800867 3.097770 3.485042 -0.01 -0.12 -0.11
F -0.094281 2.653515 4.409116 -0.11 -0.09 -0.16
S 0.216997 1.518623 2.074561 -0.11 0.92 2.61
O 1.282102 0.804552 1.402454 -0.28 -0.90 -0.77
O -0.924061 0.725266 2.414998 -0.01 0.19 0.14
N -0.130896 2.907623 1.442211 -0.12 -0.05 -0.19
S 0.459014 3.340731 0.053290 0.92 1.04 0.67
O 0.430573 2.254757 -0.912093 -0.57 -1.89 -0.29
O -0.042660 4.597174 -0.363932 -0.13 0.05 -0.01
C 2.314826 3.657232 0.337578 0.46 0.08 -0.10
F 2.497613 4.827903 0.935471 -0.42 -0.04 -0.07
F 2.936214 3.683765 -0.842975 -0.34 0.00 -0.09
F 2.926173 2.732363 1.082177 -0.29 0.03 -0.19
O -0.650186 -1.206450 -4.254998 -0.67 0.22 0.35
C -0.401951 -0.794135 -3.145722 3.60 -0.59 -1.12
O -1.169727 -0.405579 -2.234829 -2.02 1.35 3.69
C 1.103918 -0.693463 -2.744109 -1.35 -0.22 -1.17
C 2.090433 -0.760573 -3.713104 0.20 -0.04 0.50
C 3.405162 -0.627872 -3.295778 -0.18 0.03 -0.06
C 3.670260 -0.430994 -1.949332 -0.21 -0.17 0.27
C 2.616189 -0.382531 -1.048306 0.77 0.02 0.20
N 1.367127 -0.521103 -1.465526 -1.21 1.21 1.84
H 1.798212 -0.902765 -4.741679 -0.06 -0.05 -0.03
H 4.216328 -0.669786 -4.005298 0.08 0.02 -0.10
H 4.680817 -0.330724 -1.590736 0.09 0.05 0.08
H 2.761499 -0.223487 0.012096 0.06 0.00 -0.10
```
Positions in Å, forces in eV/Å.

The HOMO-LUMO gap (alpha / beta) is 0.181 / 0.181 Eh. As for the electronic energy: -135487.6687 eV. The value obtained for the energy relative to the best compared isomer or geometry (same formula, charge and spin) is 82.1 kcal/mol.

These are the Löwdin partial charges, in e, on atoms 1 to 5: 1.1166 0.7016 -0.7320 -0.7110 0.7248